The following is a DFT calculation (wB97M-V/def2-TZVPD) of a gas-phase ion, C4H14N2P3 (charge +1) in a non-equilibrium geometry.

Summary:
HOMO level = -12.66 eV
SMILES = CP=[N+]=P(C)=P(C)(C)N
Frontier orbital gap = 8.4 eV
ΔE to the lowest compared entry with this formula, charge and spin = 143.40 kJ/mol
LUMO level = -0.1577 hartree

The geometry in ORCA input format:
```
! wB97M-V def2-TZVPD RIJCOSX def2/J DEFGRID3
* xyz 1 1
C -0.80 -3.66 0.90
P 0.83 -2.82 1.52
N 0.63 -1.53 0.59
P 1.50 -0.26 -0.19
C 2.48 0.97 0.89
P -0.27 0.83 -0.57
C -0.33 2.42 0.41
C -0.49 1.09 -2.39
N -1.58 -0.05 -0.12
H -1.09 -4.57 1.54
H -0.74 -3.92 -0.19
H -1.63 -2.91 0.91
H 3.39 0.61 1.44
H 1.81 1.33 1.74
H 2.76 1.83 0.41
H -1.15 3.08 0.09
H 0.59 3.02 0.01
H -0.36 2.26 1.57
H 0.24 1.67 -2.92
H -1.41 1.62 -2.49
H -0.62 0.17 -2.89
H -1.25 -1.12 0.28
H -2.52 -0.08 -0.55
*
```